A structure of composition C45H33F3GeIrNO4P in a non-equilibrium geometry. Source: the Open Molecules 2025 dataset; level of theory: ωB97M-V/def2-TZVPD.

ORCA input file:
```
! RIJCOSX wB97M-V def2-TZVPD def2/J DEFGRID3
* xyz -2 2
Ir 1.34 -0.57 0.15
C 1.92 -0.88 5.70
C 2.10 -1.68 4.57
C 1.51 -1.33 3.36
C 0.71 -0.18 3.24
C 0.55 0.60 4.38
C 1.15 0.27 5.59
P -0.26 0.27 1.58
C -1.78 -0.46 2.37
C -1.74 -1.73 2.95
C -2.86 -2.26 3.59
C -4.03 -1.53 3.67
C -4.09 -0.28 3.07
C -2.98 0.24 2.41
C -0.79 3.13 1.78
C -0.72 4.35 2.33
C 0.39 4.95 3.09
C 1.64 4.52 3.16
C 2.20 3.30 2.53
C 1.51 2.30 2.00
H 2.38 -1.14 6.64
H 2.69 -2.58 4.65
H 1.66 -1.95 2.49
H -0.06 1.50 4.31
H 1.01 0.91 6.45
H -0.84 -2.31 2.90
H -2.80 -3.25 4.04
H -4.90 -1.94 4.18
H -5.01 0.30 3.10
H -3.06 1.20 1.91
H -1.61 4.95 2.20
H 0.18 5.89 3.59
H 2.35 5.14 3.70
H 3.28 3.19 2.51
O 1.17 1.28 -1.37
C 2.10 2.01 -1.58
C 3.52 1.70 -1.40
C 4.41 2.73 -1.63
C 5.77 2.57 -1.44
C 6.27 1.34 -0.99
C 5.42 0.31 -0.75
C 4.00 0.42 -0.94
O 3.28 -0.61 -0.74
N 6.67 3.68 -1.68
O 6.21 4.72 -2.11
O 7.85 3.52 -1.42
H 1.89 3.04 -1.95
H 4.04 3.69 -1.98
H 7.34 1.24 -0.84
H 5.78 -0.66 -0.41
C 0.18 -1.85 -0.39
Ge -1.12 -1.59 -1.80
C -0.80 -3.07 -3.07
C 0.05 -4.12 -2.71
C 0.33 -5.16 -3.60
C -0.23 -5.15 -4.87
C -1.08 -4.12 -5.24
C -1.36 -3.10 -4.35
C -2.95 -1.92 -1.18
C -3.17 -2.83 -0.15
C -4.46 -3.14 0.27
C -5.55 -2.55 -0.35
C -5.35 -1.64 -1.38
C -4.06 -1.33 -1.79
C -1.10 0.02 -2.94
C -1.81 1.18 -2.62
C -1.71 2.31 -3.41
C -0.90 2.32 -4.54
C -0.17 1.18 -4.86
C -0.28 0.04 -4.07
H 0.50 -4.11 -1.73
H 1.00 -5.96 -3.31
H 0.00 -5.95 -5.57
H -1.52 -4.11 -6.24
H -2.03 -2.29 -4.66
H -2.32 -3.28 0.35
H -4.61 -3.84 1.08
H -6.56 -2.80 -0.04
H -6.20 -1.16 -1.86
H -3.91 -0.61 -2.59
H -2.40 1.20 -1.71
H -2.26 3.21 -3.13
H -0.82 3.21 -5.15
H 0.48 1.18 -5.73
H 0.31 -0.84 -4.32
F -1.37 0.58 0.23
C 0.11 2.01 1.78
F -1.97 2.90 1.13
F 2.36 1.27 1.53
*
```

Values from the calculation:
Electronic energy (eV): -133671.146
ΔE to the lowest compared entry with this formula, charge and spin (kcal/mol): 60.54
Orbital gap (spin up / spin down) (eV): 4.49 / 4.58
E_LUMO (spin up / spin down) (eV): 4.1 / 4.1
<S²>: 0.76

=====

A structure of composition C45H34BrN4OP2Ru in a non-equilibrium geometry. Source: the Open Molecules 2025 dataset; level of theory: ωB97M-V/def2-TZVPD.

ORCA input file:
```
! RIJCOSX wB97M-V def2-TZVPD def2/J DEFGRID3
* xyz 0 2
Ru -0.62 -0.26 -1.18
C -2.74 2.25 -1.37
P -1.39 1.82 -0.19
C -0.10 3.09 -0.15
C 0.12 3.91 -1.25
C 1.22 4.77 -1.27
C 2.10 4.79 -0.20
C 1.89 3.96 0.89
C 0.80 3.11 0.92
C -2.33 1.98 1.36
C -2.29 3.15 2.13
C -3.15 3.30 3.20
C -4.06 2.31 3.51
C -4.12 1.16 2.74
C -3.25 0.99 1.67
C -3.44 0.93 -1.57
C -4.75 0.54 -1.56
C -4.76 -0.89 -1.58
C -3.45 -1.29 -1.62
C -2.71 -2.60 -1.47
P -1.33 -2.19 -0.34
C -0.17 -3.59 -0.23
C -0.35 -4.51 0.81
C 0.52 -5.57 0.97
C 1.60 -5.71 0.11
C 1.79 -4.80 -0.91
C 0.92 -3.73 -1.08
C -1.98 -2.04 1.33
C -3.21 -2.56 1.71
C -3.60 -2.49 3.05
C -2.75 -1.92 3.99
C -1.52 -1.41 3.61
C -1.14 -1.46 2.28
N -2.64 -0.19 -1.63
H -2.33 2.67 -2.29
H -3.40 2.99 -0.90
H -0.55 3.89 -2.10
H 1.39 5.41 -2.13
H 2.96 5.45 -0.22
H 2.59 3.96 1.73
H 0.65 2.44 1.76
H -1.59 3.94 1.88
H -3.11 4.21 3.80
H -4.74 2.43 4.35
H -4.84 0.38 2.97
H -3.33 0.11 1.05
H -5.61 1.20 -1.52
H -5.63 -1.53 -1.56
H -2.22 -2.91 -2.39
H -3.34 -3.41 -1.12
H -1.19 -4.40 1.49
H 0.37 -6.28 1.78
H 2.29 -6.53 0.25
H 2.64 -4.91 -1.58
H 1.10 -3.03 -1.88
H -3.87 -3.00 0.98
H -4.56 -2.89 3.35
H -3.06 -1.88 5.03
H -0.87 -0.95 4.34
H -0.18 -1.05 1.97
O 3.55 0.95 -6.33
C 2.75 1.06 -5.24
C 3.18 0.77 -3.95
C 2.28 0.91 -2.92
N 1.02 1.31 -3.09
C 0.65 1.58 -4.32
Br -1.16 2.10 -4.61
C 1.45 1.49 -5.44
H 4.40 0.59 -6.07
H 4.19 0.43 -3.75
H 2.56 0.67 -1.91
H 1.09 1.71 -6.43
N 0.17 -1.92 -3.75
C -0.17 -1.34 -2.81
N 8.14 0.14 3.73
C 7.14 0.07 3.17
C 5.88 -0.03 2.46
C 5.56 0.92 1.49
C 4.35 0.83 0.82
C 3.46 -0.20 1.10
C 3.79 -1.14 2.07
C 4.99 -1.06 2.75
C 2.20 -0.27 0.40
C 1.17 -0.28 -0.25
H 6.25 1.72 1.27
H 4.10 1.57 0.08
H 3.10 -1.95 2.29
H 5.25 -1.79 3.51
*
```

Values from the calculation:
Electronic energy (eV): -146426.533
ΔE to the lowest compared entry with this formula, charge and spin (kcal/mol): 0.00
Orbital gap (spin up / spin down) (eV): 7.36 / 6.27
E_LUMO (spin up / spin down) (eV): -0.4 / -1.4
<S²>: 0.76

=====

A structure of composition C45H35BrI2N7O3Rb. Source: the Open Molecules 2025 dataset; level of theory: ωB97M-V/def2-TZVPD.

ORCA input file:
```
! RIJCOSX wB97M-V def2-TZVPD def2/J DEFGRID3
* xyz -2 1
Rb -1.98 1.61 -0.46
O 4.04 3.62 -1.24
C 3.60 3.84 0.03
C 4.55 4.08 1.03
C 4.13 4.27 2.34
C 2.79 4.20 2.67
C 1.85 3.98 1.66
C 2.23 3.81 0.34
C 1.15 3.60 -0.74
O -0.07 3.57 -0.31
N 1.64 2.29 -1.42
N 0.89 1.94 -2.49
C 0.77 0.70 -2.75
C -0.05 0.22 -3.86
Br -1.60 1.24 -4.26
C 0.11 -0.94 -4.51
C 1.23 -1.88 -4.35
C 2.53 -1.48 -4.02
C 3.53 -2.43 -3.83
C 3.27 -3.78 -3.99
C 1.99 -4.18 -4.35
C 0.99 -3.24 -4.54
H 3.31 3.14 -1.68
H 5.60 4.11 0.75
H 4.87 4.45 3.11
H 2.46 4.31 3.69
H 0.78 3.91 1.86
H 1.37 4.34 -1.55
H 1.69 1.54 -0.72
H 1.25 -0.07 -2.14
H -0.66 -1.25 -5.20
H 2.76 -0.43 -3.90
H 4.53 -2.10 -3.56
H 4.05 -4.51 -3.83
H 1.77 -5.23 -4.48
H -0.01 -3.56 -4.80
I -9.44 -1.47 -3.14
C -7.77 -0.29 -2.67
C -7.22 0.55 -3.63
C -6.13 1.33 -3.29
I -5.30 2.60 -4.73
C -5.51 1.33 -2.00
O -4.52 2.04 -1.70
C -6.13 0.43 -1.05
C -5.55 0.37 0.34
N -4.35 -0.47 0.39
C -3.91 -0.75 1.74
C -2.93 -1.89 1.79
C -1.88 -1.88 2.71
C -0.99 -2.93 2.72
C -1.17 -3.97 1.81
C -2.25 -3.90 0.95
N -3.13 -2.90 0.94
C -7.22 -0.34 -1.39
H -7.63 0.60 -4.62
H -6.32 0.00 1.04
H -5.27 1.38 0.65
H -4.52 -1.35 -0.09
H -4.76 -1.01 2.41
H -3.44 0.14 2.17
H -1.75 -1.02 3.36
H -0.15 -2.93 3.40
H -0.48 -4.80 1.75
H -2.43 -4.69 0.23
H -7.66 -0.99 -0.64
N 7.62 -0.77 4.12
C 6.55 -0.65 3.72
C 5.21 -0.51 3.22
C 4.81 0.65 2.57
C 3.51 0.78 2.11
C 2.60 -0.26 2.28
C 3.00 -1.42 2.94
C 4.30 -1.55 3.41
C 1.19 -0.11 1.80
C 0.87 -0.88 0.67
C 1.75 -1.83 0.05
C 1.02 -2.46 -0.92
C -0.27 -1.86 -0.88
N -0.37 -0.92 0.05
C 0.40 0.75 2.56
C 0.82 1.39 3.77
C -0.24 2.14 4.21
C -1.27 1.93 3.25
N -0.91 1.11 2.28
H 5.51 1.47 2.42
H 3.20 1.69 1.62
H 2.29 -2.22 3.08
H 4.61 -2.45 3.93
H 2.79 -2.01 0.30
H 1.35 -3.23 -1.60
H -1.12 -2.09 -1.51
H 1.80 1.31 4.24
H -0.29 2.77 5.09
H -2.26 2.36 3.26
*
```

Values from the calculation:
Electronic energy (eV): -150707.512
ΔE to the lowest compared entry with this formula, charge and spin (kcal/mol): 3.59
Orbital gap (eV): 5.95
E_LUMO (eV): 3.4

=====

A cluster of 7 separate species, C45H35ClNO27 in total in a non-equilibrium geometry. Source: the Open Molecules 2025 dataset; level of theory: ωB97M-V/def2-TZVPD.

ORCA input file:
```
! RIJCOSX wB97M-V def2-TZVPD def2/J DEFGRID3
* xyz 1 1
C -0.05 -2.92 0.62
C -1.21 -2.26 -0.23
Cl -1.49 -3.12 -1.82
C -2.54 -1.99 0.59
C -3.71 -2.95 0.15
C -4.97 -2.44 -0.48
C -5.19 -0.90 -0.70
O -5.44 -0.43 -1.77
O -5.08 -0.11 0.44
C -6.02 -3.41 -0.90
C -5.80 -4.83 -0.66
N -4.62 -5.29 -0.07
C -3.62 -4.42 0.32
O -2.52 -5.01 0.92
H -0.25 -3.99 0.89
H 0.17 -2.36 1.56
H 0.87 -2.89 -0.04
H -0.81 -1.24 -0.52
H -2.83 -0.91 0.40
H -2.40 -2.11 1.71
H -5.12 -0.75 1.19
H -6.98 -3.10 -1.40
H -6.55 -5.62 -0.93
H -4.50 -6.29 0.10
H -2.50 -4.69 1.84
C -9.91 -2.26 2.68
C -10.52 -1.07 2.70
C -9.74 0.20 2.79
O -10.32 1.26 2.79
C -8.28 0.10 2.89
C -7.68 -1.09 2.87
C -8.45 -2.35 2.76
O -7.85 -3.42 2.73
O -6.33 -1.20 2.96
O -11.85 -0.97 2.64
H -10.46 -3.19 2.62
H -7.72 1.03 2.97
H -6.15 -2.16 2.93
H -12.04 -0.01 2.67
C -0.22 1.00 3.59
C -0.31 2.21 4.16
C 0.45 3.38 3.65
O 0.33 4.46 4.19
C 1.34 3.17 2.50
C 1.43 1.97 1.92
C 0.64 0.80 2.43
O 0.74 -0.27 1.86
O 2.23 1.75 0.86
O -1.10 2.41 5.24
H -0.77 0.15 3.95
H 1.90 4.02 2.14
H 2.12 0.80 0.64
H -0.99 3.36 5.46
C -1.34 1.65 -3.11
C -1.30 1.99 -4.40
C 0.00 2.23 -5.10
O -0.01 2.52 -6.29
C 1.23 2.12 -4.33
C 1.19 1.79 -3.03
C -0.10 1.52 -2.34
O -0.10 1.20 -1.16
O 2.33 1.69 -2.30
O -2.42 2.12 -5.13
H -2.27 1.47 -2.59
H 2.16 2.32 -4.84
H 2.05 1.44 -1.40
H -2.12 2.36 -6.03
C 5.17 2.70 -1.78
C 5.54 3.66 -2.64
C 6.95 4.14 -2.71
O 7.25 5.00 -3.53
C 7.92 3.57 -1.78
C 7.55 2.62 -0.92
C 6.15 2.11 -0.87
O 5.86 1.23 -0.08
O 8.43 2.08 -0.05
O 4.66 4.22 -3.49
H 4.16 2.34 -1.73
H 8.94 3.95 -1.83
H 7.92 1.42 0.46
H 5.17 4.87 -4.01
C -0.82 -2.67 6.47
C -0.63 -3.40 7.58
C 0.74 -3.71 8.09
O 0.87 -4.36 9.11
C 1.88 -3.21 7.32
C 1.69 -2.49 6.21
C 0.32 -2.16 5.72
O 0.19 -1.48 4.72
O 2.73 -2.02 5.49
O -1.67 -3.89 8.29
H -1.81 -2.44 6.10
H 2.87 -3.46 7.68
H 2.33 -1.53 4.74
H -1.27 -4.37 9.04
C 8.16 3.33 -7.86
C 8.02 3.25 -6.53
C 7.30 2.11 -5.89
O 7.21 2.06 -4.67
C 6.73 1.08 -6.76
C 6.87 1.16 -8.08
C 7.61 2.29 -8.73
O 7.73 2.31 -9.94
O 6.34 0.23 -8.90
O 8.52 4.19 -5.71
H 8.68 4.14 -8.34
H 6.20 0.27 -6.28
H 6.58 0.51 -9.81
H 8.29 3.91 -4.81
*
```

Values from the calculation:
Electronic energy (eV): -116517.083
Orbital gap (eV): 5.96
E_LUMO (eV): -4.7

=====

A structure of composition C45H35CuN3O2. Source: the Open Molecules 2025 dataset; level of theory: ωB97M-V/def2-TZVPD.

ORCA input file:
```
! RIJCOSX wB97M-V def2-TZVPD def2/J DEFGRID3
* xyz 0 2
Cu 0.64 0.14 0.16
O -0.12 -0.06 1.81
C 0.19 0.75 2.87
C 0.05 2.27 2.51
C 0.97 2.78 1.46
C 1.76 3.91 1.63
C 2.40 4.47 0.53
C 2.21 3.90 -0.72
C 1.43 2.75 -0.81
C 1.19 2.07 -2.11
C 2.12 0.82 -2.19
O 1.76 -0.13 -1.26
C 2.02 0.20 -3.59
C 0.99 0.45 -4.48
C 0.93 -0.22 -5.70
C 1.89 -1.15 -6.03
C 2.93 -1.41 -5.15
C 2.99 -0.74 -3.94
C 3.57 1.29 -1.99
C 4.26 0.98 -0.83
C 5.60 1.30 -0.70
C 6.26 1.94 -1.74
C 5.56 2.30 -2.88
C 4.22 1.98 -3.00
N 0.87 2.20 0.26
C -0.82 0.45 4.00
C -0.57 -0.56 4.91
C -1.49 -0.89 5.89
C -2.70 -0.22 5.98
C -2.97 0.78 5.07
C -2.05 1.12 4.10
C 1.61 0.55 3.41
C 1.99 1.16 4.60
C 3.26 0.95 5.12
C 4.17 0.15 4.45
C 3.80 -0.44 3.25
C 2.53 -0.24 2.73
H 0.12 2.86 3.42
H -0.95 2.37 2.08
H 1.84 4.37 2.60
H 3.00 5.36 0.64
H 2.64 4.34 -1.61
H 1.39 2.74 -2.94
H 0.16 1.70 -2.13
H 0.21 1.16 -4.24
H 0.12 -0.01 -6.37
H 1.84 -1.67 -6.98
H 3.68 -2.15 -5.39
H 3.78 -0.96 -3.23
H 3.73 0.46 -0.04
H 6.13 1.03 0.20
H 7.32 2.15 -1.66
H 6.07 2.81 -3.68
H 3.68 2.25 -3.90
H 0.37 -1.10 4.86
H -1.26 -1.68 6.60
H -3.42 -0.48 6.74
H -3.91 1.31 5.11
H -2.30 1.91 3.41
H 1.29 1.77 5.15
H 3.53 1.41 6.06
H 5.15 -0.02 4.87
H 4.51 -1.06 2.72
H 2.24 -0.72 1.81
C -0.11 -3.23 -3.43
C 0.19 -2.24 -2.48
N -0.59 -1.94 -1.48
C -1.68 -2.69 -1.26
C -2.01 -3.78 -2.09
C -1.23 -4.00 -3.24
C -3.06 -4.67 -1.71
C -3.66 -4.56 -0.50
C -3.37 -3.46 0.35
C -3.93 -3.31 1.63
C -3.70 -2.15 2.33
C -2.97 -1.13 1.70
N -2.35 -1.28 0.56
C -2.48 -2.44 -0.09
H 0.56 -3.38 -4.26
H 1.10 -1.68 -2.55
H -1.49 -4.79 -3.92
H -3.30 -5.48 -2.38
H -4.38 -5.28 -0.17
H -4.53 -4.11 2.04
H -4.09 -2.01 3.33
H -2.87 -0.16 2.16
*
```

Values from the calculation:
Electronic energy (eV): -100439.080
Orbital gap (spin up / spin down) (eV): 8.80 / 7.74
E_LUMO (spin up / spin down) (eV): 0.5 / -0.5
<S²>: 0.75